i | {
  "formula": "C3H12N2OS",
  "method": "ωB97M-V with the def2-TZVPD basis set",
  "gap_ev": 9.507,
  "smiles": "NC[C@@H](N)CS.O",
  "symbols": ["N", "C", "C", "N", "C", "S", "H", "H", "H", "H", "H", "H", "H", "H", "H", "H", "O", "H", "H"],
  "xyz": [[-1.428, 2.075, 1.537], [-1.486, 1.134, 0.426], [-0.448, -0.032, 0.493], [-0.059, -0.495, 1.800], [-0.919, -1.275, -0.245], [0.418, -2.374, -0.829], [-0.515, 2.527, 1.554], [-2.032, 2.877, 1.270], [-1.276, 1.713, -0.459], [-2.449, 0.546, 0.380], [0.398, 0.424, -0.106], [0.790, 0.018, 2.037], [-0.658, -0.093, 2.533], [-1.480, -1.100, -1.182], [-1.523, -1.929, 0.395], [0.522, -1.819, -2.041], [3.774, -0.529, -2.410], [4.082, -1.310, -1.952], [4.290, -0.359, -3.201]],
  "mulliken_charge": [-0.659, -0.695, 0.569, -0.693, -1.116, -0.204, 0.225, 0.261, 0.345, 0.330, 0.185, 0.298, 0.292, 0.379, 0.362, 0.118, -0.625, 0.318, 0.310]
}

=====

ii | {
  "formula": "C3H12N2OS",
  "method": "ωB97M-V with the def2-TZVPD basis set",
  "gap_ev": 10.126,
  "smiles": "NC[C@@H](N)CS.O",
  "symbols": ["N", "C", "C", "N", "C", "S", "H", "H", "H", "H", "H", "H", "H", "H", "H", "H", "O", "H", "H"],
  "xyz": [[-0.725, -2.296, 0.180], [-0.893, -0.910, -0.273], [0.481, -0.167, -0.396], [1.236, -0.689, -1.522], [0.145, 1.336, -0.553], [1.221, 2.607, 0.193], [-0.105, -2.355, 0.977], [-1.595, -2.758, 0.397], [-1.657, -0.363, 0.295], [-1.287, -1.030, -1.293], [0.954, -0.389, 0.579], [1.056, -0.088, -2.324], [0.841, -1.561, -1.862], [-0.851, 1.420, -0.118], [0.078, 1.512, -1.626], [2.405, 2.005, -0.035], [-0.773, 1.391, 2.441], [-0.557, 0.594, 2.925], [0.025, 1.743, 2.013]],
  "mulliken_charge": [-0.501, -0.971, 0.461, -0.652, -1.054, -0.317, 0.208, 0.223, 0.397, 0.289, 0.289, 0.297, 0.291, 0.355, 0.533, 0.152, -0.606, 0.299, 0.306]
}

=====

Need the numbers? Relative energies in kcal/mol: i 8.0; ii 0.0.

=====

i | {
  "formula": "C3H12N2OS",
  "method": "ωB97M-V with the def2-TZVPD basis set",
  "gap_ev": 9.706,
  "smiles": "NC[C@@H](N)CS.O",
  "symbols": ["N", "C", "C", "N", "C", "S", "H", "H", "H", "H", "H", "H", "H", "H", "H", "H", "O", "H", "H"],
  "xyz": [[2.100, 0.447, 1.491], [0.791, -0.192, 1.757], [-0.240, 0.200, 0.726], [0.214, -0.117, -0.621], [-1.552, -0.522, 1.111], [-2.876, -0.760, -0.140], [2.834, -0.227, 1.582], [2.081, 0.749, 0.525], [0.974, -1.268, 1.786], [0.385, 0.110, 2.726], [-0.492, 1.258, 0.703], [0.221, -1.101, -0.834], [-0.292, 0.279, -1.390], [-1.338, -1.536, 1.455], [-2.031, -0.011, 1.946], [-3.326, 0.496, -0.147], [1.059, 1.013, -4.444], [1.335, 0.462, -3.695], [0.151, 0.720, -4.537]],
  "mulliken_charge": [-0.632, -0.704, 0.317, -0.532, -1.017, -0.212, 0.232, 0.281, 0.372, 0.263, 0.293, 0.209, 0.232, 0.351, 0.435, 0.118, -0.638, 0.319, 0.315]
}

=====

ii | {
  "formula": "C3H12N2OS",
  "method": "ωB97M-V with the def2-TZVPD basis set",
  "gap_ev": 9.208,
  "smiles": "NC[C@@H](N)CS.O",
  "symbols": ["N", "C", "C", "N", "C", "S", "H", "H", "H", "H", "H", "H", "H", "H", "H", "H", "O", "H", "H"],
  "xyz": [[1.988, -0.968, -0.944], [0.718, -1.127, -0.219], [-0.242, 0.099, -0.571], [-0.297, 0.452, -2.059], [-1.699, 0.103, -0.197], [-1.985, 1.805, 0.382], [2.612, -0.301, -0.479], [2.486, -1.798, -1.191], [0.782, -1.235, 0.856], [0.208, -2.154, -0.488], [0.201, 0.927, 0.014], [-0.282, -0.381, -2.642], [0.511, 1.042, -2.229], [-2.027, -0.546, 0.524], [-2.236, -0.050, -1.249], [-1.795, 2.470, -0.718], [0.294, 0.405, 3.451], [-0.334, 1.063, 3.790], [1.098, 0.196, 3.969]],
  "mulliken_charge": [-0.512, -0.703, -0.087, -0.591, -0.524, -0.294, 0.202, 0.201, 0.284, 0.352, 0.352, 0.236, 0.252, 0.410, 0.301, 0.113, -0.606, 0.313, 0.302]
}

=====

Need the numbers? Relative energies in kcal/mol: i 0.0; ii 23.3.

=====

i | {
  "formula": "C3H12N2OS",
  "method": "ωB97M-V with the def2-TZVPD basis set",
  "gap_ev": 9.321,
  "smiles": "NC[C@@H](N)CS.O",
  "symbols": ["N", "C", "C", "N", "C", "S", "H", "H", "H", "H", "H", "H", "H", "H", "H", "H", "O", "H", "H"],
  "xyz": [[-1.413, -0.817, 1.502], [-1.027, -0.806, 0.178], [0.435, -0.198, -0.007], [1.411, -1.247, 0.393], [0.755, 0.235, -1.375], [2.325, 1.101, -1.625], [-2.329, -0.421, 1.727], [-1.506, -1.804, 1.795], [-1.570, -0.205, -0.606], [-1.176, -1.670, -0.513], [0.545, 0.665, 0.689], [1.285, -2.183, 0.078], [1.588, -1.128, 1.418], [-0.073, 0.844, -1.617], [0.835, -0.610, -1.996], [3.096, 0.312, -0.734], [-1.302, 2.710, 0.598], [-1.606, 2.192, -0.315], [-0.274, 3.029, 0.408]],
  "mulliken_charge": [-0.582, -0.773, 0.100, -0.534, -0.690, -0.310, 0.237, 0.246, 0.310, 0.390, 0.310, 0.216, 0.235, 0.322, 0.360, 0.149, -0.655, 0.332, 0.336]
}

=====

ii | {
  "formula": "C3H12N2OS",
  "method": "ωB97M-V with the def2-TZVPD basis set",
  "gap_ev": 9.630,
  "smiles": "NC[C@H](N)CS.O",
  "symbols": ["N", "C", "C", "N", "C", "S", "H", "H", "H", "H", "H", "H", "H", "H", "H", "H", "O", "H", "H"],
  "xyz": [[-0.695, 1.645, 0.920], [-0.782, 0.220, 0.620], [0.630, -0.355, 0.285], [1.030, -0.132, -1.098], [0.689, -1.856, 0.610], [2.096, -2.429, 1.593], [0.234, 1.982, 1.052], [-1.337, 1.909, 1.650], [-1.353, 0.037, -0.305], [-1.344, -0.351, 1.359], [1.350, 0.213, 0.878], [0.560, 0.680, -1.453], [0.797, -0.896, -1.708], [0.667, -2.438, -0.316], [-0.232, -2.178, 1.088], [3.010, -1.655, 1.024], [-1.447, 1.832, -2.273], [-1.711, 2.574, -1.735], [-2.162, 1.196, -2.193]],
  "mulliken_charge": [-0.420, -0.638, 0.116, -0.658, -0.683, -0.240, 0.204, 0.223, 0.096, 0.425, 0.309, 0.298, 0.228, 0.352, 0.294, 0.126, -0.650, 0.314, 0.306]
}

=====

Need the numbers? Relative energies in kcal/mol: i 31.9; ii 0.0.